No. 1
Computed, not measured: a structure of composition C4H14N3, with ωB97M-V/def2-TZVPD.

Geometry (Å):
C 2.772 -0.624 0.495
C -1.940 1.254 -0.239
C 2.078 0.547 -0.114
C 1.399 0.518 -1.247
N -1.499 -1.269 -0.368
N -0.671 0.358 1.439
N -0.883 0.387 0.185
H 2.720 -1.498 -0.156
H 3.824 -0.383 0.662
H 2.352 -0.874 1.475
H -2.863 1.152 0.343
H -1.566 2.273 -0.110
H -2.131 1.112 -1.298
H 2.157 1.473 0.446
H -0.701 -1.890 -0.245
H 0.954 1.403 -1.664
H 1.329 -0.379 -1.841
H -2.317 -1.619 0.129
H -1.695 -1.173 -1.362
H -1.381 0.583 2.138
H 0.213 -0.024 1.754

Force components x, y, z for each atom (eV/Å):
C 0.2 0.0 0.0
C -0.7 0.5 -0.1
C 0.2 0.0 0.0
C 0.6 0.2 -0.1
N -0.2 -0.1 -0.2
N -0.1 0.1 0.9
N 0.2 -0.3 0.0
H 0.0 0.0 0.1
H 0.0 -0.1 0.0
H 0.1 -0.1 0.0
H 0.0 0.0 0.0
H 0.0 -0.1 0.0
H 0.0 -0.1 0.0
H 0.0 0.2 -0.1
H -0.1 0.1 0.0
H -0.1 0.2 -0.1
H 0.0 -0.3 -0.1
H 0.1 0.0 -0.1
H 0.0 -0.2 0.1
H 0.1 -0.1 -0.2
H 0.0 0.1 -0.1

Gap between HOMO and LUMO (eV): 8.836
Energy relative to the best compared isomer or geometry (same formula, charge and spin) (kcal per mole): 97.2
Charge: +1



No. 2
Computed, not measured: a cluster of 2 separate species, C4H14N3 in total at a distorted geometry, with ωB97M-V/def2-TZVPD.

Geometry (Å):
C 2.112 -0.387 1.974
C 1.383 -0.469 -0.425
N 1.292 -0.822 0.854
N 1.917 0.759 -0.722
N 0.737 -1.160 -1.357
H 0.772 -1.675 1.038
H 1.898 1.476 -0.012
H 1.496 1.067 -1.590
H 0.562 -2.150 -1.306
H 0.532 -0.685 -2.221
H 1.872 0.653 2.226
H 3.183 -0.313 1.681
H 2.010 -1.110 2.788
C -2.708 0.098 0.140
C -2.173 1.022 -0.958
H -2.746 0.661 1.072
H -3.768 -0.144 -0.056
H -2.144 -0.758 0.464
H -1.127 1.306 -0.856
H -2.654 2.027 -0.807
H -2.444 0.604 -1.928

Force components x, y, z for each atom (eV/Å):
C 1.3 1.0 -0.6
C -0.8 1.7 1.7
N 0.2 -1.6 -0.3
N -0.9 -1.3 -0.8
N 0.4 0.3 -0.5
H 0.1 0.2 -0.2
H 0.1 -0.2 0.2
H 0.7 0.5 -0.1
H 0.0 0.0 0.1
H 0.0 -0.3 -0.2
H -0.4 -0.4 0.5
H -0.6 -0.5 0.1
H -0.1 0.5 -0.1
C -0.8 1.2 0.8
C -0.8 0.7 0.6
H -0.1 0.3 0.1
H 0.6 -0.3 0.0
H 0.3 -0.7 -0.7
H 0.4 -0.5 -0.2
H 0.0 -1.0 -0.5
H 0.4 0.4 -0.2

Gap between HOMO and LUMO (eV): 11.466
Energy relative to the best compared isomer or geometry (same formula, charge and spin) (kcal per mole): 15.1
Charge: +1



No. 3
Computed, not measured: a cluster of 2 separate species, C4H14N3 in total at a distorted geometry, with ωB97M-V/def2-TZVPD.

Geometry (Å):
C -0.022 -1.265 -1.491
C 0.739 0.961 -0.864
N 0.915 -0.343 -0.915
N 0.238 1.666 -1.887
N 1.300 1.629 0.194
H 1.683 -0.784 -0.420
H -0.317 1.116 -2.539
H -0.198 2.551 -1.693
H 0.822 1.237 1.004
H 1.401 2.633 0.291
H -0.505 -1.080 -2.450
H -0.958 -1.487 -0.962
H 0.499 -2.214 -1.636
C -1.329 -1.916 2.447
C -1.373 -0.406 2.111
H -0.333 -2.242 2.720
H -2.076 -1.990 3.236
H -1.495 -2.499 1.535
H -0.904 -0.169 1.154
H -2.441 -0.184 2.120
H -0.838 0.214 2.831

Force components x, y, z for each atom (eV/Å):
C -1.2 -1.9 -1.1
C 1.7 2.2 -0.3
N -0.8 -0.3 0.1
N -1.2 -1.2 0.1
N -0.9 -1.2 0.7
H -0.3 0.6 0.3
H 0.5 0.2 -0.3
H 0.1 0.3 0.2
H 0.8 0.1 0.5
H -0.2 -0.1 -0.8
H 1.0 0.9 -0.5
H 0.6 0.3 1.1
H -0.1 0.1 0.1
C 0.7 1.1 -0.7
C 0.2 -0.6 0.0
H 0.1 0.0 0.7
H 0.3 -1.0 -0.1
H -0.8 0.0 0.3
H -0.3 -0.1 -0.3
H 0.3 0.7 -0.3
H -0.3 -0.1 0.4

Gap between HOMO and LUMO (eV): 11.521
Energy relative to the best compared isomer or geometry (same formula, charge and spin) (kcal per mole): 25.5
Charge: +1



No. 4
Computed, not measured: a cluster of 2 separate species, C4H14N3 in total at a distorted geometry, with ωB97M-V/def2-TZVPD.

Geometry (Å):
C -0.378 -1.338 1.278
C -1.621 -1.217 0.782
N -2.351 -2.284 0.301
N 0.369 -0.151 1.700
H 0.052 -2.314 1.444
H -2.159 -0.249 0.739
H -3.187 -1.978 -0.167
H -1.767 -2.876 -0.292
H 1.353 -0.323 1.849
H -0.015 0.296 2.540
H 0.359 0.643 0.920
C 1.457 0.252 -1.579
C 0.482 1.390 -1.371
N 0.619 1.937 0.035
H 1.312 -0.563 -0.821
H 1.310 -0.132 -2.591
H 2.497 0.597 -1.442
H 0.721 2.188 -2.062
H -0.557 1.008 -1.501
H 1.540 2.396 0.049
H -0.036 2.718 0.187

Force components x, y, z for each atom (eV/Å):
C -0.8 0.0 -0.1
C 0.1 0.6 0.1
N 0.8 0.2 -0.4
N -0.8 0.5 -0.3
H 0.3 0.1 0.0
H 0.6 -0.5 0.2
H -0.2 -0.3 -0.1
H -0.6 -0.2 0.3
H 0.3 -0.3 0.2
H 0.2 -0.3 0.0
H 0.4 0.2 0.6
C 0.3 -0.3 0.8
C -0.5 -0.1 0.8
N 0.0 0.5 -0.9
H -0.1 0.5 -0.9
H 0.3 -0.2 0.2
H -0.4 -0.1 -0.3
H -0.4 0.1 -0.4
H 0.7 0.6 0.0
H -0.3 -0.4 0.3
H 0.2 -0.5 -0.2

Gap between HOMO and LUMO (eV): 9.865
Energy relative to the best compared isomer or geometry (same formula, charge and spin) (kcal per mole): 31.5
Charge: +1



No. 5
Computed, not measured: a cluster of 2 separate species, C4H14N3 in total at a distorted geometry, with ωB97M-V/def2-TZVPD.

Geometry (Å):
C -0.107 -2.276 -0.799
C 0.744 0.144 -1.071
N 0.984 -1.188 -0.893
N -0.352 0.733 -1.763
N 1.579 0.963 -0.285
H 1.938 -1.416 -0.723
H -1.211 0.005 -1.722
H -0.500 1.666 -1.505
H 2.530 0.716 -0.143
H 1.453 1.982 -0.249
H -0.835 -2.169 0.083
H 0.254 -3.255 -0.895
H -0.853 -2.019 -1.602
C -1.595 0.997 1.486
C -0.881 0.574 2.753
H -2.694 1.327 1.661
H -0.978 1.768 1.098
H -1.612 -0.052 0.984
H 0.200 0.617 2.589
H -1.016 -0.495 3.100
H -1.119 1.134 3.697

Force components x, y, z for each atom (eV/Å):
C -2.3 3.7 -0.4
C -0.3 1.1 1.9
N -2.6 0.4 -0.9
N 0.8 -6.2 1.9
N -2.0 0.3 -2.1
H 0.4 -0.4 0.6
H 2.3 2.9 -0.4
H -0.7 1.4 0.3
H 0.7 -0.6 0.3
H -0.1 -0.7 -0.5
H 1.9 0.0 -0.5
H 0.8 -1.1 -0.2
H 1.0 -0.8 0.1
C -2.2 -2.7 1.1
C 0.4 -0.9 2.7
H 2.0 -0.5 -0.4
H 0.1 0.6 -1.2
H -0.1 2.3 -0.4
H 0.0 0.3 0.1
H -0.3 1.0 -0.8
H 0.3 0.0 -1.1

Gap between HOMO and LUMO (eV): 10.792
Energy relative to the best compared isomer or geometry (same formula, charge and spin) (kcal per mole): 52.0
Charge: +1



No. 6
Computed, not measured: the ion C4H14N3 with charge +1 at a distorted geometry, with ωB97M-V/def2-TZVPD.

Geometry (Å):
C -0.252 -0.786 -1.327
C -1.881 1.261 0.314
C 1.742 -0.373 0.320
C 0.015 -0.615 0.177
N 1.894 0.988 -0.051
N -0.348 -1.736 0.886
N -0.576 0.751 0.725
H -1.282 -0.924 -1.761
H 0.297 -0.217 -2.013
H 0.274 -1.829 -1.352
H -2.595 0.530 0.417
H -2.195 2.113 0.799
H -1.815 1.668 -0.701
H 2.197 -1.117 -0.363
H 1.990 -0.663 1.308
H 2.296 1.300 -0.971
H 2.194 1.574 0.752
H -0.180 -1.733 1.936
H -1.240 -2.251 0.767
H 0.184 1.391 0.520
H -0.491 0.687 1.708

Force components x, y, z for each atom (eV/Å):
C 0.1 -3.9 0.7
C 1.3 0.3 -2.6
C -1.9 -0.1 -2.1
C -0.4 0.7 -1.4
N 2.5 -2.0 0.0
N -0.7 -0.7 3.1
N 0.8 -0.9 -0.7
H 0.7 0.3 1.2
H 0.9 1.4 -0.5
H -1.2 1.5 -0.8
H -1.7 -1.7 0.0
H -0.2 1.7 2.1
H 0.0 -0.8 -0.2
H -0.5 0.7 -0.1
H 0.2 0.6 1.2
H -0.6 -0.4 -0.2
H -0.4 1.2 1.2
H 0.1 0.3 -1.8
H 0.9 0.7 -0.8
H 0.0 1.2 -0.1
H 0.0 0.0 2.0

Gap between HOMO and LUMO (alpha / beta) (eV): 4.500 / 7.025
Energy relative to the best compared isomer or geometry (same formula, charge and spin) (kcal per mole): 57.2
Multiplicity: 3
Charge: +1



No. 7
Computed, not measured: a cluster of 2 separate species, C4H14N3O in total at a distorted geometry, with ωB97M-V/def2-TZVPD.

Geometry (Å):
C 0.095 2.265 0.315
C -0.758 1.495 -0.746
C -0.478 -0.061 -0.668
C -1.499 -0.820 -0.190
N -1.569 -2.188 -0.036
N 0.798 -0.511 -1.305
N 1.265 1.523 0.784
H -0.618 2.508 1.180
H 0.434 3.230 -0.110
H -1.892 1.726 -0.718
H -0.648 1.935 -1.772
H -2.356 -0.337 0.195
H -2.324 -2.501 0.662
H -1.330 -2.795 -0.920
H 0.858 -0.388 -2.260
H 1.189 -1.292 -0.817
H 1.196 1.025 1.684
H 1.603 0.748 0.184
H 2.119 2.132 0.964
H 1.584 -2.564 1.914
H 0.955 -2.902 0.582
O 1.376 -2.227 1.080

Force components x, y, z for each atom (eV/Å):
C -2.9 1.5 -0.2
C -0.8 -0.8 -1.0
C -0.5 0.9 -1.5
C 1.6 -0.2 -0.3
N -0.4 -2.1 -0.9
N -2.2 1.4 4.3
N 3.1 -0.3 1.7
H 1.5 -0.4 -0.9
H 0.0 -0.6 0.4
H 1.8 -0.6 1.0
H 0.9 -0.7 0.7
H -0.6 0.9 0.5
H 1.6 0.3 -2.2
H -1.0 1.4 2.7
H 0.2 -0.2 -2.1
H 0.3 -0.6 -0.5
H -0.8 0.3 -0.2
H -0.5 0.2 -1.0
H -1.4 -0.6 -0.6
H 0.5 -1.0 1.9
H -0.7 -1.0 -0.3
O 0.3 2.1 -1.4

Gap between HOMO and LUMO (eV): 8.346
Energy relative to the best compared isomer or geometry (same formula, charge and spin) (kcal per mole): 67.8
Charge: +1



No. 8
Computed, not measured: a cluster of 2 separate species, C4H14N3P in total at a distorted geometry, with ωB97M-V/def2-TZVPD.

Geometry (Å):
C -0.570 -2.829 -0.359
N -1.018 -1.492 -0.152
P -0.523 -0.283 -1.061
N -1.182 1.192 -0.565
C -0.901 2.504 -1.140
C -2.202 0.963 0.373
H -0.885 -3.323 0.524
H -1.085 -3.280 -1.197
H 0.501 -2.995 -0.313
H -1.456 2.758 -2.005
H -1.168 3.245 -0.416
H 0.164 2.516 -1.339
H -2.220 -0.042 0.638
H -2.171 1.492 1.353
H -3.260 1.341 -0.105
C 3.035 -0.647 0.815
N 2.053 0.435 0.752
H 2.946 -1.334 -0.028
H 4.083 -0.178 0.890
H 2.871 -1.132 1.706
H 1.342 0.284 0.049
H 1.646 0.805 1.580

Force components x, y, z for each atom (eV/Å):
C -0.1 -0.3 0.5
N 0.1 3.2 -1.0
P 0.5 -0.7 -0.5
N 0.6 -2.0 0.0
C 0.7 -1.1 0.8
C -4.2 3.7 0.3
H -0.6 -1.1 0.8
H 0.3 -0.3 -0.3
H 0.4 0.2 -0.8
H -0.7 -0.2 -1.1
H 0.2 0.5 0.7
H 0.1 0.4 -0.2
H -0.5 -1.7 0.2
H 0.6 0.2 -0.7
H 2.1 -1.2 1.2
C 1.2 2.5 -0.6
N 0.2 0.3 -1.8
H 0.1 0.2 0.1
H -1.3 -0.9 -0.5
H -0.1 -1.8 2.0
H 0.3 0.1 0.4
H 0.0 -0.3 0.7

Gap between HOMO and LUMO (eV): 9.004
Energy relative to the best compared isomer or geometry (same formula, charge and spin) (kcal per mole): 29.7
SMILES: C/N=P/N(C)C.CN



No. 9
Computed, not measured: a cluster of 2 separate species, C4H14N4 in total at a distorted geometry, with ωB97M-V/def2-TZVPD.

Geometry (Å):
C -1.662 -1.278 -1.351
C -0.379 1.309 -1.392
N -0.613 -0.960 -0.387
C -0.283 0.409 -0.182
N -0.770 -1.740 0.791
N -0.542 0.914 1.053
H -1.318 -1.216 1.475
H 0.145 -1.894 1.200
H -0.527 1.929 1.045
H -1.411 -0.888 -2.337
H -2.643 -0.882 -1.050
H -1.729 -2.361 -1.414
H -1.420 1.518 -1.648
H 0.105 0.855 -2.256
H 0.113 2.260 -1.184
C 2.189 0.023 0.751
N 1.749 0.342 2.009
H 2.113 1.252 2.284
H 0.373 0.614 1.772
H 2.237 -1.047 0.535
H 3.044 0.563 0.334
H 1.231 0.280 -0.049

Force components x, y, z for each atom (eV/Å):
C 0.1 0.1 0.0
C 0.2 -0.1 0.0
N 0.3 0.0 0.2
C -0.9 0.1 0.6
N 0.0 0.2 -0.2
N 0.3 -0.2 -0.5
H 0.1 0.0 -0.1
H 0.0 0.0 0.0
H 0.1 0.0 -0.1
H 0.0 0.0 0.0
H 0.0 0.0 0.0
H 0.0 0.1 0.0
H 0.0 -0.1 0.1
H 0.0 0.0 0.0
H 0.0 -0.1 0.0
C -0.6 0.0 -0.3
N -0.6 0.2 0.0
H 0.0 -0.1 0.0
H 0.6 -0.3 0.1
H 0.2 0.0 0.0
H -0.1 0.0 0.0
H 0.5 0.0 0.1

Gap between HOMO and LUMO (eV): 8.822
Energy relative to the best compared isomer or geometry (same formula, charge and spin) (kcal per mole): 85.1



No. 10
Computed, not measured: the ion C4H14N4 with charge +2 at a distorted geometry, with ωB97M-V/def2-TZVPD.

Geometry (Å):
N 2.363 0.150 0.552
C 1.021 0.192 0.723
N 0.760 -0.752 1.990
C 0.124 -0.466 -0.434
C 0.007 0.441 -1.579
N -1.334 1.123 -1.338
C -2.126 0.150 -0.657
N -1.227 -0.514 0.196
H 2.923 0.969 0.734
H 2.772 -0.750 0.331
H 0.677 1.251 0.861
H 0.616 -1.681 1.514
H -0.200 -0.553 2.495
H 1.685 -0.917 2.439
H 0.549 -1.359 -0.639
H 0.905 1.099 -1.558
H 0.003 -0.209 -2.440
H -1.170 1.997 -0.938
H -1.732 1.510 -2.206
H -2.551 -0.520 -1.416
H -2.938 0.521 -0.044
H -1.610 -1.476 0.487

Force components x, y, z for each atom (eV/Å):
N 1.1 0.1 -0.9
C -1.2 0.0 -0.3
N -2.4 -0.9 -1.0
C -0.9 2.6 4.8
C 0.9 0.2 -0.5
N 1.4 0.6 -3.0
C -2.6 -1.4 0.2
N 0.7 -2.6 1.0
H 0.3 -0.4 0.0
H 0.5 0.6 -0.2
H 0.1 -1.1 0.6
H -0.1 0.8 0.8
H 2.8 -0.4 -0.4
H -1.1 0.9 0.8
H 1.1 -3.1 -1.1
H -1.0 0.1 -0.6
H -0.4 0.6 -0.8
H 0.3 1.7 2.3
H -0.3 -1.0 -0.4
H 0.0 0.3 -0.1
H -0.2 0.7 -0.3
H 0.9 1.9 -0.9

Gap between HOMO and LUMO (eV): 10.931
Energy relative to the best compared isomer or geometry (same formula, charge and spin) (kcal per mole): 52.0
SMILES: N[C@H]([NH3+])[C@@H]1C[NH2+]CN1
Charge: +2



No. 11
Computed, not measured: a structure of composition C4H14N4O at a distorted geometry, with ωB97M-V/def2-TZVPD.

Geometry (Å):
C 0.725 -2.555 -0.850
C -0.963 -0.356 0.144
C -1.657 -0.100 -1.180
N 1.798 -2.191 -0.266
H 2.119 -2.816 0.479
H 1.821 -0.572 -0.513
H 0.169 -3.461 -0.611
H 0.349 -1.951 -1.666
H -1.488 0.142 0.960
H -1.024 -1.393 0.477
H -1.008 0.371 -1.923
H -2.012 -1.015 -1.658
H -2.495 0.596 -1.094
N 0.156 2.028 0.061
C 0.645 0.739 0.316
N -0.789 2.528 0.975
N 1.099 0.615 1.647
O 1.541 0.404 -0.635
H 0.579 2.525 -0.715
H -1.591 2.901 0.477
H -0.378 3.247 1.563
H 0.431 0.207 2.288
H 1.972 0.107 1.722

Force components x, y, z for each atom (eV/Å):
C 1.0 -0.2 0.4
C 1.3 2.1 1.1
C 0.1 0.2 -0.3
N -0.5 -0.6 -0.3
H -0.3 0.1 -0.2
H -0.3 1.3 0.0
H 0.1 0.0 0.1
H -0.1 0.2 0.0
H -0.2 0.2 -0.1
H 0.8 -0.2 -0.3
H 0.3 0.0 0.1
H -0.2 -0.1 0.1
H -0.1 -0.2 0.1
N -0.3 -0.1 -0.5
C -3.3 -2.1 -0.6
N 0.6 0.3 -0.6
N 0.7 -0.6 1.3
O 0.9 -0.5 -0.3
H -0.4 0.2 0.4
H 0.1 0.0 0.1
H -0.1 0.0 -0.1
H -0.1 0.1 -0.2
H -0.1 0.0 -0.2

Gap between HOMO and LUMO (eV): 8.457
Energy relative to the best compared isomer or geometry (same formula, charge and spin) (kcal per mole): 72.6